1.
Entry from the OMol25 dataset: a structure of composition C8H20BrClO8V (the ωB97M-V functional and the def2-TZVPD basis).

Geometry as XYZ:
```
39
Properties=species:S:1:pos:R:3:forces:R:3:lowdin_charge:R:1
V 0.344359 -0.471879 1.309301 -0.1 0.0 0.3 1.117
Cl 0.771229 -3.578829 -0.475619 -0.2 1.5 0.9 -0.640
Br -0.132861 2.595841 3.034281 0.3 -1.7 -1.0 -0.539
C -3.537921 -1.637309 3.034071 -1.6 0.6 0.8 -0.193
O -2.231061 -1.980169 2.916371 3.1 -1.1 -0.2 -0.142
H -4.084251 -2.292809 2.355881 -0.8 1.0 -0.5 0.090
H -3.890871 -1.894649 4.032721 -0.3 0.2 0.3 0.082
H -3.532611 -0.549859 2.959711 -1.0 -0.1 -0.6 0.094
H -2.265121 -2.926349 3.075041 1.0 -0.2 -0.2 0.091
C 3.530179 -0.507619 4.542261 0.3 0.9 0.4 -0.144
O 2.675309 -1.314969 3.706461 0.5 0.5 0.4 -0.144
H 4.580099 -0.798599 4.509121 -0.1 -0.3 -0.4 0.080
H 3.498669 0.549491 4.278361 -0.2 -0.1 -0.6 0.077
H 3.285459 -0.477969 5.604021 -0.6 -0.7 0.0 0.076
H 3.216439 -2.081049 3.501771 -0.3 -0.2 -0.2 0.075
C 4.047289 3.802201 -0.268339 -0.9 -0.9 -0.2 0.002
O 4.352129 2.884121 -1.325619 0.8 0.9 -1.3 0.011
C 3.938019 1.661261 -1.340559 -0.1 -2.9 -0.2 -0.596
O 3.297369 1.081401 -0.480949 -0.2 0.6 -0.2 0.074
O 4.411949 1.014371 -2.458799 0.0 1.9 1.0 -0.031
C 4.018869 -0.324929 -2.744359 -0.1 0.2 0.5 -0.041
H 2.966549 3.792661 -0.126879 0.0 0.0 0.3 0.098
H 4.311729 4.784981 -0.658609 0.4 -0.2 0.4 0.100
H 4.555849 3.420281 0.616881 0.0 0.7 0.1 0.105
H 4.210079 -0.994579 -1.905849 0.0 0.1 0.0 0.093
H 4.661109 -0.587709 -3.584939 -0.4 -0.2 0.0 0.097
H 2.950349 -0.332289 -2.959549 0.1 -0.3 -0.3 0.098
C -3.702921 -1.185729 -4.375289 -1.9 -1.3 -0.7 -0.083
O -2.795351 -0.771549 -3.402749 0.7 1.6 2.6 0.008
C -3.189951 -0.194239 -2.207479 2.5 0.2 2.6 -0.471
O -2.412491 0.144951 -1.255299 -2.2 -1.3 -4.1 0.037
O -4.500561 -0.112659 -2.091209 -0.5 -1.1 -2.1 -0.007
C -5.180321 0.676261 -1.184559 -0.4 1.4 2.3 -0.059
H -3.215871 -1.513129 -5.293819 0.6 0.8 0.2 0.099
H -4.533861 -0.515429 -4.595189 0.4 0.5 0.0 0.096
H -4.213521 -2.108249 -4.098989 0.0 -0.1 0.6 0.094
H -5.157951 1.736641 -1.435959 0.2 -0.1 -0.3 0.105
H -4.817261 0.597581 -0.159819 0.7 -0.1 -0.1 0.092
H -6.228281 0.410491 -1.045819 0.1 -0.5 -0.9 0.098
```
Forces are in eV/Å.

Calculated values
Gap between HOMO and LUMO (alpha / beta) in eV: 5.6147 / 6.4788
Multiplicity: 4
HOMO energy (alpha / beta) in eV: -8.6 / -8.7
E_tot in eV: -133246.9867
<S²>: 3.788
Molecular weight in g/mol: 410.5

2.
Entry from the OMol25 dataset: a structure of composition C8H20ClOScSm (the ωB97M-V functional and the def2-TZVPD basis).

Geometry as XYZ:
```
32
Properties=species:S:1:pos:R:3:forces:R:3:lowdin_charge:R:1
Sc 0.149352 -0.802128 0.008717 -0.2 0.0 0.2 0.718
Cl 0.436265 1.328218 -1.059041 -0.1 0.3 0.8 -0.009
C -1.932938 -1.290593 0.143570 -0.4 -0.3 -0.2 -0.277
H -2.078790 -2.145851 0.832981 0.0 0.2 -0.3 -0.022
H -2.305246 -1.562329 -0.862265 -0.1 0.1 0.4 -0.019
H -2.506449 -0.440810 0.554183 0.1 -0.3 -0.2 -0.015
Sm 0.504164 0.424951 -3.581201 0.1 -1.1 -0.2 0.964
C -1.580403 1.154492 -4.508524 -0.4 0.2 -0.4 -0.382
C 2.406040 1.794962 -3.916632 0.5 0.4 -0.4 -0.401
C 0.919861 -1.868119 -3.895639 0.2 -0.7 0.5 -0.405
H 3.346548 1.499552 -3.428524 -0.1 -0.1 -0.2 -0.060
H 2.473668 1.512907 -5.000237 0.3 0.2 0.3 -0.057
H 2.343646 2.890341 -3.859255 0.0 -0.1 -0.1 -0.064
H -2.502357 0.569044 -4.387595 0.1 0.0 -0.1 -0.067
H -1.859772 2.214519 -4.466856 0.0 0.0 -0.1 -0.071
H -1.190520 0.960983 -5.538297 -0.4 0.1 0.1 -0.067
H 0.246425 -2.702865 -4.187924 -0.5 0.4 0.2 -0.171
H 1.851688 -2.482865 -3.935006 0.2 0.7 0.2 -0.171
C 1.329860 -0.759617 3.986547 0.1 0.0 0.2 -0.052
C 0.118286 -0.174805 3.250070 0.4 0.2 -0.9 -0.686
C -1.191196 -0.774346 3.744949 -0.1 0.0 0.3 -0.047
C 0.101510 1.346124 3.469943 0.0 0.3 0.1 -0.047
O 0.277657 -0.436418 1.845051 0.3 -0.1 0.8 -0.351
H 1.217036 -0.638536 5.076426 0.0 0.0 -0.3 0.081
H 2.251420 -0.233931 3.685058 -0.3 -0.2 0.0 0.085
H 1.443562 -1.830828 3.776192 0.0 0.2 0.0 0.082
H -1.251338 -0.654413 4.835083 0.0 0.0 -0.2 0.082
H -2.049208 -0.254132 3.305148 0.2 -0.2 -0.1 0.084
H -1.259612 -1.841149 3.516986 0.0 0.1 -0.1 0.084
H 1.032881 1.802424 3.091391 -0.4 -0.2 0.1 0.088
H -0.757470 1.808524 2.957129 0.3 -0.2 0.1 0.088
H 0.015430 1.586687 4.547578 0.0 -0.2 -0.4 0.085
```
Forces are in eV/Å.

Calculated values
Total charge: -1
Gap between HOMO and LUMO (alpha / beta) in eV: 4.5226 / 4.5524
Multiplicity: 6
HOMO energy (alpha / beta) in eV: -2.3 / -2.4
E_tot in eV: -61792.8387
<S²>: 8.764
Molecular weight in g/mol: 363.0

3.
Entry from the OMol25 dataset: a structure of composition C8H20F2Li3N2O11S2 (the ωB97M-V functional and the def2-TZVPD basis).

Geometry as XYZ:
```
48
Properties=species:S:1:pos:R:3:forces:R:3:lowdin_charge:R:1
Li 1.031048 16.183059 -23.728848 0.5 -0.7 0.3 0.881
Li -1.464519 12.050169 -24.731220 0.7 0.2 0.8 0.903
Li 0.370241 13.547943 -19.353144 -0.3 -0.2 -0.1 0.623
N 2.046319 13.798566 -18.428389 2.4 -3.3 1.6 -0.326
S 2.652792 12.396526 -17.511295 -2.9 -0.3 3.1 0.588
O 3.346414 12.758736 -16.315861 0.1 0.1 -1.4 -0.230
O 2.931094 11.168148 -18.203136 0.3 1.4 -0.2 -0.255
F 1.169174 12.115203 -16.978081 0.0 0.0 0.1 -0.209
S 3.142830 13.611813 -19.544949 1.0 3.1 -3.5 0.431
O 2.705411 12.785052 -20.644161 0.3 -0.1 0.5 -0.306
O 4.520278 13.667752 -19.157745 -0.9 -0.7 0.1 -0.235
F 2.897496 15.097053 -20.164771 0.0 -0.1 -0.2 -0.231
N 0.420947 13.620707 -22.655892 -0.7 0.8 -0.2 -0.529
O 0.253437 13.923281 -21.487062 0.1 -0.3 -0.6 0.014
O 1.222409 14.277701 -23.391678 -0.7 0.2 0.1 -0.120
O -0.284264 12.717459 -23.196915 0.0 -0.2 -0.2 -0.121
C 8.509515 12.440568 -26.968892 0.1 -0.3 -0.7 -0.111
O 7.505698 12.246747 -26.016705 0.3 0.3 1.2 -0.177
C 6.305092 11.686165 -26.439906 0.2 0.0 -0.3 -0.226
C 5.276231 11.645520 -25.307531 0.5 1.0 -1.1 -0.194
O 5.227752 12.916999 -24.683945 -0.5 0.1 0.0 -0.162
C 3.921393 13.257362 -24.269310 0.3 -0.5 0.3 -0.134
H 8.954234 11.479305 -27.245321 0.1 0.0 -0.1 0.089
H 9.291830 13.088633 -26.580532 -0.1 -0.1 0.4 0.089
H 8.154744 12.931379 -27.883857 -0.3 -0.1 0.0 0.086
H 6.427546 10.648162 -26.786394 0.1 0.0 -0.1 0.129
H 5.952661 12.294333 -27.285624 -0.4 -0.1 0.0 0.125
H 5.498712 10.851326 -24.595213 -0.1 0.0 0.1 0.133
H 4.342643 11.490578 -25.860104 -0.2 -0.5 0.4 0.116
H 3.993910 14.100888 -23.587815 0.0 0.1 0.0 0.084
H 3.458544 12.422827 -23.734124 0.0 0.0 0.2 0.086
H 3.245772 13.496563 -25.098980 0.2 0.1 -0.3 0.073
C -0.627194 10.748485 -19.972353 0.7 -0.1 -0.4 -0.061
O -0.818250 11.959672 -19.251290 -0.4 0.4 -0.4 -0.243
C -2.116665 12.468373 -19.502216 -0.9 0.6 0.3 -0.202
C -2.368410 13.781183 -18.737402 1.5 -1.1 -0.1 -0.137
O -1.226107 14.626501 -18.979588 -0.7 0.7 0.2 -0.260
C -1.570402 15.830697 -19.665185 -0.5 -0.9 -0.9 -0.078
H 0.438087 10.521683 -20.015962 0.0 0.0 0.6 0.103
H -0.876651 10.866173 -21.033117 -0.5 0.1 0.1 0.080
H -1.198465 9.944833 -19.511387 0.0 -0.1 -0.1 0.105
H -2.894713 11.763986 -19.190050 0.1 -0.2 0.0 0.140
H -2.263970 12.664401 -20.570736 0.2 -0.1 -0.1 0.120
H -2.380534 13.556942 -17.671788 -0.3 0.2 0.1 0.140
H -3.292267 14.234246 -19.088140 -0.1 0.1 0.2 0.130
H -2.183892 16.555715 -19.128145 0.6 0.0 0.7 0.103
H -2.250897 15.549201 -20.482195 0.3 0.0 -0.3 0.087
H -0.644015 16.209856 -20.084882 -0.1 0.4 0.2 0.089
```
Forces are in eV/Å.

Calculated values
Total charge: +1
Gap between HOMO and LUMO in eV: 6.2046
HOMO energy in eV: -11.2
E_tot in eV: -61833.0842
Molecular weight in g/mol: 443.2

4.
Entry from the OMol25 dataset: a cluster of 2 separate species, C8H20F2NOPS in total (the ωB97M-V functional and the def2-TZVPD basis).

Geometry as XYZ:
```
34
Properties=species:S:1:pos:R:3:forces:R:3:lowdin_charge:R:1
C 0.951282 1.105591 0.685997 -0.5 0.1 0.1 -0.127
C -0.226555 1.930694 0.022505 -0.4 -0.3 0.4 -0.236
C -0.807795 1.273009 -1.272754 0.0 0.2 -0.2 -0.468
F -1.794075 2.102927 -1.868754 0.3 -0.2 0.4 -0.105
P 0.507589 0.674667 -2.482949 1.0 -0.9 0.3 0.952
N 1.337826 2.061378 -3.215147 -0.8 -0.4 0.0 -0.213
C -0.485950 -0.156775 -3.878006 -0.3 0.4 0.5 -0.287
C -0.783876 -1.661452 -3.488060 0.5 0.4 -1.4 -0.420
C -0.014324 -2.603467 -4.481616 -0.2 -0.1 1.2 -0.063
F -0.284686 -1.924256 -2.208550 -0.5 -0.2 -0.2 -0.099
H 1.889837 1.700951 0.713058 -0.6 -0.4 0.1 0.073
H 0.643689 0.818595 1.720988 0.6 0.4 -0.9 0.031
H 1.167940 0.154494 0.156038 -0.2 0.7 0.2 0.043
H 0.015497 3.012172 -0.104993 0.0 -0.9 -0.3 0.107
H -1.060469 1.912118 0.770654 0.5 0.2 -0.7 0.100
H -1.349656 0.348793 -0.941816 0.5 0.5 -0.4 0.119
H 2.195748 2.176709 -2.679635 -0.1 0.0 -0.1 0.009
H 1.629414 1.761720 -4.146035 -0.1 0.3 0.1 0.012
H 0.097541 -0.184472 -4.828103 -0.3 0.4 0.8 0.074
H -1.405885 0.455444 -4.002370 0.4 -0.6 -0.3 0.076
H -1.878963 -1.850792 -3.492740 0.7 0.0 0.2 0.136
H 1.067484 -2.432250 -4.270602 -0.7 0.0 -0.5 0.088
H -0.283605 -2.408298 -5.538822 0.2 -0.1 0.7 0.081
H -0.205156 -3.674090 -4.226631 0.0 0.8 -0.3 0.080
C -0.867757 0.652635 5.236246 -0.1 0.0 0.0 -0.272
S 0.811786 0.015911 5.078657 0.1 0.0 -0.1 0.820
O 1.092937 -0.138285 3.620995 -0.2 -0.1 0.5 -0.557
C 0.455708 -1.625175 5.733492 -0.1 -0.1 0.0 -0.273
H -0.886042 1.668018 4.842765 0.1 0.0 0.0 0.050
H -1.557094 0.029075 4.665509 0.1 0.0 0.0 0.058
H -1.154495 0.667010 6.288482 0.1 0.0 0.0 0.052
H -0.315978 -2.106624 5.131494 0.0 0.1 0.0 0.058
H 0.128114 -1.540672 6.770388 0.0 0.0 0.0 0.052
H 1.369967 -2.215302 5.690317 0.0 0.1 0.0 0.049
```
Forces are in eV/Å.

Calculated values
Gap between HOMO and LUMO in eV: 8.1946
HOMO energy in eV: -7.4
E_tot in eV: -37715.2746
Molecular weight in g/mol: 247.3